A molecular structure, C34H71AlBBrCaClF5N4O10P2S. Source: the OMol25 dataset; level of theory: ωB97M-V with the def2-TZVPD basis set.

Values from the calculation:
- LUMO: -8.70 eV
- Total energy: -7867.9858 hartree
- Frontier orbital gap: 1.182 eV
- Total charge: +2

Positions of all 132 atoms, in Å:
Br -2.925 0.525 -3.987
Ca 4.771 -4.732 0.500
Cl -0.435 -4.019 0.236
S -2.783 0.541 -1.604
P 0.330 -1.160 -0.840
P -0.748 0.739 -1.542
Al -3.781 2.118 0.218
F 4.751 -7.988 -12.046
F -2.118 3.936 -6.034
F -2.887 1.808 -5.517
F -0.606 2.279 -5.620
F -1.840 3.165 -3.900
O 2.541 -7.353 -9.433
O -0.467 -2.515 -4.517
O -3.956 1.985 7.877
O -6.699 4.961 8.317
O 5.230 4.531 2.392
O 0.030 3.403 6.298
O 4.691 -7.691 -10.079
O 1.450 -3.708 -4.356
O 3.238 -6.484 -11.335
O -1.814 -7.327 -7.402
N 2.061 1.807 -0.581
N 2.126 1.279 -2.955
N -2.285 4.462 8.176
N 3.936 0.761 -1.509
C 0.993 2.153 3.010
C 1.808 -6.406 -11.352
C -0.571 -1.426 -3.570
C 5.043 6.813 3.146
C -0.303 -0.718 0.881
C 0.848 -2.760 -4.819
C 1.991 -0.186 1.962
C -0.657 -2.087 -2.135
C -3.494 1.422 9.091
C 4.316 5.499 2.905
C -7.678 4.733 9.333
C -1.213 5.187 7.497
C 2.019 -0.646 -1.318
C 2.805 0.625 2.742
C -1.131 -5.812 -5.700
C -0.685 4.625 6.177
C 0.912 -2.860 -0.093
C 2.365 1.803 3.313
C 2.203 -5.059 -0.255
C -9.050 5.188 8.874
C 0.120 -7.041 -9.590
C 3.584 -7.220 -10.269
C 2.411 0.818 -1.582
C 0.681 0.138 1.693
C -0.783 2.243 6.380
C 1.606 -1.859 -5.806
C 3.169 5.663 1.933
C -0.103 -8.154 -5.982
C 2.015 -3.627 -0.889
C 0.207 1.332 2.242
C -1.092 -7.117 -6.456
C -4.463 3.318 8.007
C 1.491 -6.485 -9.893
C -3.509 4.325 7.392
B -1.825 2.846 -5.273
H -0.227 -3.079 -2.332
H -9.044 6.255 8.638
H -3.300 3.988 6.367
H -1.465 4.542 5.410
H -3.362 0.351 8.933
H 4.271 1.687 -1.764
H -1.695 -2.264 -1.825
H -1.019 2.026 7.422
H 1.156 -1.899 -6.806
H 0.913 -7.760 -6.049
H 4.238 0.096 -2.218
H 1.618 -5.514 -9.404
H 1.895 2.687 -1.069
H -0.381 1.302 -2.784
H 1.550 -5.811 -0.698
H 2.306 -1.218 -2.222
H -0.158 -5.321 -5.762
H -9.800 5.006 9.645
H 2.436 6.380 2.308
H -1.230 -0.124 0.840
H -4.006 5.298 7.337
H 3.522 6.009 0.958
H 3.012 2.408 3.943
H -0.178 -9.039 -6.611
H -0.537 -1.593 1.500
H 2.682 4.693 1.797
H -0.325 -8.436 -4.951
H 2.638 -2.219 -5.866
H 5.574 4.860 1.555
H 1.426 -7.255 -11.922
H 0.032 -8.075 -9.927
H -5.393 3.350 7.446
H 5.470 7.194 2.215
H 2.715 -1.005 -0.547
H 3.934 5.113 3.852
H 0.039 5.348 5.790
H -1.542 6.218 7.333
H -0.826 1.647 2.066
H -1.394 -5.991 -4.656
H -0.064 -7.040 -8.531
H 2.440 -1.101 1.572
H -2.527 1.841 9.389
H 2.492 2.221 -3.058
H -1.881 -5.159 -6.143
H 3.841 0.334 2.929
H -1.481 -0.837 -3.873
H 4.370 7.568 3.555
H 5.870 6.669 3.841
H -4.695 3.568 9.044
H -0.653 -6.445 -10.076
H 1.792 -3.764 -1.957
H 1.343 -2.638 0.898
H -0.204 1.399 5.998
H -7.377 5.266 10.240
H -1.697 2.332 5.787
H -4.219 1.562 9.897
H 0.576 3.067 3.434
H 3.248 -5.378 -0.493
H -6.686 5.907 8.134
H -1.941 3.541 8.412
H 0.363 -0.844 -3.667
H 1.601 -0.827 -5.423
H 2.128 -5.011 0.850
H 2.601 0.673 -3.616
H -0.532 1.753 -0.571
H 2.825 1.983 0.065
H 1.462 -5.482 -11.809
H -7.682 3.664 9.548
H -0.374 5.232 8.195
H 3.017 -3.155 -0.827
H -9.343 4.659 7.966